101
Properties=species:S:1:pos:R:3:mulliken_charge:R:1 method="wB97M-V/def2-TZVPD" orbital_gap_ha=0.3419 total_charge=0 multiplicity=1 total_energy_ha=-2791.9333 homo_energy_ev=-9.4105 lumo_energy_ev=-0.11
C 4.77 -1.45 0.82 -1.974
C 3.46 -0.66 0.94 1.050
C 3.72 0.62 1.77 -1.320
C 2.95 -0.31 -0.47 -1.986
C 1.52 -0.70 -0.83 1.227
F 1.55 -2.07 -1.09 -0.468
N 1.16 -0.09 -2.10 -0.097
C -0.08 0.48 -2.15 -1.077
O -0.58 0.95 -3.14 -0.658
C -0.73 0.50 -0.76 2.699
C -2.17 -0.06 -0.91 -0.831
C -3.33 0.77 -0.36 -0.531
N -3.20 1.13 1.07 -0.214
C -0.71 2.00 -0.44 -2.289
C 0.61 2.74 -0.68 0.733
C 0.70 4.00 0.19 -1.060
O 2.09 4.37 0.30 -0.720
C 0.27 -0.38 0.09 -0.147
N -0.31 -1.64 0.53 -0.591
N 0.61 0.37 1.37 0.024
C -0.06 0.13 2.35 0.727
S -0.80 -0.21 3.68 -0.307
H 4.64 -2.32 0.19 0.610
H 5.52 -0.79 0.39 0.439
H 5.10 -1.75 1.82 0.413
H 2.71 -1.25 1.47 0.331
H 3.22 1.49 1.35 0.103
H 3.34 0.52 2.79 0.218
H 4.78 0.84 1.82 0.504
H 3.55 -0.90 -1.18 0.614
H 3.15 0.73 -0.72 0.650
H 1.89 0.39 -2.61 0.413
H -2.38 -0.18 -1.98 0.143
H -2.24 -1.05 -0.48 0.223
H -3.54 1.64 -0.97 -0.049
H -4.21 0.14 -0.45 0.237
H -4.12 1.04 1.49 0.296
H -3.01 2.12 1.10 0.211
H -1.01 2.16 0.60 -0.356
H -1.48 2.47 -1.05 1.083
H 1.44 2.10 -0.37 -0.667
H 0.72 3.03 -1.73 0.489
H 0.30 3.83 1.18 0.408
H 0.21 4.82 -0.33 0.546
H 2.39 4.12 1.20 0.429
H 0.42 -2.22 0.92 0.380
H -0.69 -2.15 -0.27 0.420
O -4.49 -1.62 1.43 -0.582
H -4.94 -2.28 1.97 0.268
H -3.59 -1.61 1.78 0.232
O -2.01 3.92 2.32 -0.600
H -1.77 4.35 3.15 0.300
H -1.96 2.98 2.52 0.271
O -6.48 -1.35 -0.80 -0.617
H -6.98 -2.11 -1.10 0.314
H -5.88 -1.68 -0.12 0.323
O 1.87 2.91 2.72 -0.607
H 1.26 3.27 3.37 0.274
H 1.37 2.23 2.25 0.117
O 0.82 6.72 -1.34 -0.656
H 1.74 6.44 -1.43 0.290
H 0.80 7.59 -1.76 0.321
O -5.67 -3.61 3.74 -0.677
H -5.27 -3.09 4.44 0.334
H -5.67 -4.52 4.08 0.339
O -6.40 -6.29 4.51 -0.666
H -7.08 -5.96 5.12 0.353
H -6.84 -6.96 3.98 0.311
O -8.11 -3.72 5.73 -0.631
H -7.78 -3.57 4.83 0.352
H -8.42 -2.86 6.02 0.292
O 3.03 7.32 0.97 -0.636
H 2.85 6.42 0.68 0.346
H 3.99 7.38 1.01 0.303
O -3.13 1.01 -4.93 -0.783
H -3.57 0.19 -5.17 0.326
H -2.41 0.75 -4.34 0.443
O -5.38 2.82 -1.68 -0.584
H -6.05 2.19 -1.99 0.334
H -5.89 3.54 -1.29 0.256
O -0.52 5.94 -4.08 -0.645
H -0.23 6.35 -3.26 0.367
H -0.47 4.99 -3.91 0.311
O 5.71 -3.67 -1.39 -0.641
H 5.07 -4.33 -1.67 0.293
H 6.31 -4.16 -0.82 0.278
O 7.54 -6.00 -1.52 -0.594
H 7.08 -6.80 -1.79 0.297
H 8.47 -6.18 -1.68 0.327
O -5.76 0.45 -3.31 -0.698
H -5.53 -0.11 -2.56 0.369
H -4.95 0.93 -3.54 0.360
O 9.94 -6.34 0.13 -0.730
H 10.46 -5.66 0.57 0.324
H 9.04 -6.23 0.46 0.357
O -1.60 2.19 -7.14 -0.640
H -1.84 3.12 -7.03 0.303
H -2.23 1.71 -6.58 0.374
O 9.87 -8.90 1.55 -0.654
H 10.62 -9.42 1.26 0.315
H 9.99 -8.03 1.13 0.388

---

111
Properties=species:S:1:pos:R:3:mulliken_charge:R:1 method="wB97M-V/def2-TZVPD" orbital_gap_ha=0.2017 total_charge=-1 multiplicity=1 total_energy_ha=-5900.1275 homo_energy_ev=-4.4939 lumo_energy_ev=1.00
C 2.35 -1.57 0.13 -1.250
C 1.86 -0.78 1.36 0.528
C 2.93 0.15 1.96 -1.026
C 2.44 1.60 2.20 0.065
C 3.48 2.65 1.77 -0.654
C 2.95 4.01 1.24 -0.511
C 1.46 4.29 1.51 -1.315
In 0.25 3.63 -0.26 0.644
Br 1.68 1.71 -1.36 -0.478
C -1.75 2.85 0.25 -1.596
C -2.37 1.79 -0.67 0.025
C -2.56 2.26 -2.12 -0.133
S -1.56 1.29 -3.31 -0.048
C -0.91 2.41 -4.51 0.225
S -1.86 3.46 -5.34 -0.472
N 0.44 2.34 -4.78 0.477
C 1.16 1.24 -5.15 -0.151
C 2.45 1.64 -5.30 -0.737
N 2.55 2.99 -5.04 -0.591
C 1.35 3.39 -4.74 -0.211
H 3.23 -1.12 -0.29 0.297
H 2.55 -2.62 0.36 0.437
H 1.61 -1.51 -0.65 0.135
H 1.53 -1.52 2.08 0.046
H 0.99 -0.22 1.02 -0.004
H 3.25 -0.30 2.90 0.336
H 3.79 0.13 1.30 0.467
H 2.31 1.69 3.28 0.264
H 1.51 1.70 1.67 -0.215
H 4.13 2.23 1.01 0.227
H 4.12 2.85 2.62 0.361
H 3.54 4.78 1.75 0.361
H 3.20 4.11 0.19 0.228
H 1.32 5.37 1.50 0.515
H 1.12 3.84 2.43 0.340
H 0.11 4.92 -1.48 -0.352
H -2.41 3.71 0.21 0.462
H -1.79 2.48 1.27 0.490
H -3.37 1.61 -0.27 -0.110
H -1.80 0.86 -0.62 0.308
H -3.59 2.08 -2.37 0.586
H -2.39 3.33 -2.19 -0.159
H 0.80 0.23 -5.27 0.501
H 3.26 1.01 -5.57 0.401
H 1.07 4.39 -4.47 0.469
O 1.63 -1.77 4.52 -0.515
H 1.56 -0.81 4.40 0.209
H 2.49 -1.89 4.93 0.318
O -2.01 3.50 -9.01 -0.614
H -1.83 3.75 -8.09 0.294
H -2.51 4.24 -9.36 0.292
O -2.36 6.16 -0.36 -0.532
H -2.10 7.06 -0.18 0.271
H -2.25 6.05 -1.32 0.335
O -4.88 2.32 1.26 -0.575
H -5.65 2.77 0.90 0.274
H -5.23 1.53 1.68 0.281
O -0.57 -0.65 -7.20 -0.618
H -0.38 -0.49 -8.13 0.310
H -0.94 0.19 -6.89 0.313
O -4.98 -0.57 0.26 -0.637
H -4.94 -0.18 -0.62 0.310
H -4.05 -0.74 0.48 0.324
O 1.87 -4.78 5.25 -0.665
H 1.88 -3.90 4.86 0.304
H 0.93 -4.98 5.31 0.302
O 5.02 -4.10 4.98 -0.617
H 5.53 -4.69 4.40 0.308
H 4.11 -4.37 4.84 0.335
O 1.32 -7.30 3.83 -0.726
H 1.71 -6.79 4.56 0.378
H 1.10 -6.63 3.17 0.317
O -1.89 -7.67 3.91 -0.635
H -0.94 -7.62 4.03 0.348
H -2.01 -8.33 3.22 0.325
O -1.38 -7.90 1.04 -0.638
H -1.45 -6.94 0.92 0.327
H -0.50 -8.03 1.39 0.304
O -4.98 2.29 -3.94 -0.623
H -5.34 1.75 -4.65 0.292
H -4.31 2.84 -4.38 0.285
O 0.89 0.36 6.17 -0.585
H 0.38 1.06 6.58 0.284
H 0.38 -0.44 6.34 0.284
O -3.11 5.88 -2.98 -0.627
H -2.85 5.16 -3.58 0.213
H -4.05 5.77 -2.83 0.286
O 3.78 -7.83 5.17 -0.594
H 4.18 -8.53 5.70 0.283
H 3.15 -8.28 4.60 0.324
O 3.48 -2.10 -2.65 -0.575
H 2.71 -1.83 -3.15 0.303
H 4.03 -2.57 -3.28 0.270
O 2.11 -9.65 2.25 -0.611
H 1.62 -8.94 2.69 0.303
H 1.59 -10.44 2.39 0.328
O -2.73 -2.72 1.05 -0.569
H -2.28 -3.46 1.48 0.253
H -3.44 -3.14 0.53 0.336
O -5.13 -4.44 0.47 -0.609
H -5.89 -3.98 0.11 0.305
H -5.50 -5.23 0.89 0.292
O -0.72 -3.27 5.94 -0.676
H -1.02 -3.83 5.22 0.306
H 0.01 -2.75 5.57 0.339
O -0.88 8.03 -4.40 -0.688
H -1.13 8.86 -3.97 0.309
H -1.46 7.38 -3.99 0.342
O 1.86 7.31 -2.99 -0.596
H 1.05 7.60 -3.42 0.333
H 2.40 6.95 -3.70 0.290

---

31
Properties=species:S:1:pos:R:3:mulliken_charge:R:1 method="wB97M-V/def2-TZVPD" orbital_gap_ha=0.2568 total_charge=0 relative_energy_kcal_mol=47.7 multiplicity=1 total_energy_ha=-4406.7313 homo_energy_ev=-9.2457 lumo_energy_ev=-2.26
O -2.78 -1.43 -1.47 -0.616
O 2.94 1.15 0.13 -0.596
O 2.14 0.47 2.05 -0.488
Br 0.28 5.31 -1.92 -0.098
N -1.84 -0.68 0.35 -0.433
N -0.14 -1.76 1.47 -0.448
N -1.94 4.87 0.03 -0.549
N -2.60 3.03 1.73 -0.607
S -3.15 4.49 1.06 0.196
S -0.91 0.54 2.53 -0.194
C -1.81 -1.51 -0.70 0.095
C -1.03 -0.72 1.37 0.497
C 0.07 -2.57 0.54 0.571
C 1.20 -3.44 0.58 -0.675
C 1.76 -3.78 -0.67 -0.052
C 1.17 -3.43 -1.97 -0.542
C 0.14 -2.60 -1.98 -0.594
C 0.94 2.93 -0.31 -0.697
C 0.86 1.94 0.67 0.092
C 0.08 4.06 -0.44 -0.364
C -0.36 1.86 1.43 0.112
C -1.09 3.94 0.25 1.304
C -1.40 2.81 1.14 0.042
N 2.03 1.11 0.97 0.942
C -0.78 -2.66 -0.68 0.641
H 1.53 -3.49 1.67 0.358
H 2.78 -4.21 -0.72 0.323
H 1.80 -3.53 -2.86 0.351
H -0.22 -2.14 -2.90 0.391
H 1.82 2.97 -0.81 0.689
H -1.48 -3.53 -0.57 0.349

---

34
Properties=species:S:1:pos:R:3:mulliken_charge:R:1 method="wB97M-V/def2-TZVPD" orbital_gap_ha="0.2416 / 0.2169" total_charge=0 relative_energy_kcal_mol=44.5 s_squared=0.761 multiplicity=2 total_energy_ha=-3345.5759 homo_energy_ev="-8.3996 / -8.3804" lumo_energy_ev="-1.82 / -2.48"
Ir 0.53 0.14 0.21 1.607
Cl -6.82 -0.94 -0.08 -0.208
C -5.08 -0.94 -0.02 0.305
C -4.40 -2.17 0.00 -0.646
C -3.03 -2.19 0.07 0.346
Cl -2.19 -3.70 0.08 -0.168
C -2.26 -1.00 0.15 0.395
O -0.99 -1.10 0.30 -0.778
C -2.98 0.21 0.08 0.603
C -2.28 1.43 0.10 0.129
O -1.05 1.57 0.26 -0.463
C -4.40 0.23 0.01 -1.069
H -4.95 -3.10 -0.04 0.442
H -2.86 2.34 -0.05 0.370
H -4.92 1.18 0.00 0.404
Cl 6.32 -4.17 1.34 -0.232
C 4.87 -3.21 1.36 0.148
C 4.15 -3.06 2.54 -0.585
C 2.97 -2.34 2.54 -0.564
C 2.49 -1.75 1.37 0.585
O 1.29 -1.15 1.44 -0.743
C 3.24 -1.86 0.22 0.868
C 2.77 -1.22 -1.04 -0.080
O 1.46 -0.99 -1.16 -0.845
C 4.42 -2.60 0.21 -1.112
H 4.51 -3.51 3.46 0.414
H 2.39 -2.21 3.44 0.434
H 3.13 -1.81 -1.89 0.602
H 4.99 -2.70 -0.71 0.437
O 3.94 2.38 -0.81 -0.592
S 2.98 1.36 -0.66 1.120
O 2.49 1.05 0.71 -0.583
O 3.58 0.07 -1.26 -0.303
S 1.26 1.74 -1.62 -0.239